The following is a DFT calculation (the ωB97M-V functional and the def2-TZVPD basis) of C28H23N6PtTe as an isolated structure in a non-equilibrium geometry.

Geometry (Å):
Pt: 0.142853 0.466050 0.084776
C: -2.286273 3.650171 -1.533917
C: -1.238244 3.003369 -0.916732
N: -1.231875 1.671026 -0.783238
C: -2.304575 0.972281 -1.278164
C: -3.337964 1.676641 -1.899428
N: -3.338103 2.987324 -2.027871
C: -2.267384 -0.472460 -1.095964
C: -3.297405 -1.366636 -1.268110
C: -3.139568 -2.718669 -0.886564
C: -1.927862 -3.091635 -0.292510
C: -0.907137 -2.167520 -0.139478
N: -1.076536 -0.901758 -0.609511
C: 0.334273 -2.332032 0.576612
C: 0.864503 -3.560093 0.995197
N: 1.991004 -3.670240 1.658875
C: 2.654341 -2.527106 1.936196
C: 2.197377 -1.300586 1.526532
N: 1.046138 -1.174832 0.840945
C: -4.246031 -3.690304 -1.036587
C: -4.048822 -5.057529 -0.836591
C: -5.119681 -5.929468 -0.956304
N: -6.345675 -5.532265 -1.267946
C: -6.545895 -4.238730 -1.477572
C: -5.540231 -3.290392 -1.373909
H: -2.294852 4.726335 -1.640382
H: -0.392980 3.536755 -0.503960
H: -4.189368 1.145997 -2.308249
H: -4.232157 -1.014509 -1.673668
H: -1.796356 -4.083985 0.110284
H: 0.344668 -4.481470 0.758100
H: 3.570861 -2.623771 2.501865
H: 2.732797 -0.384702 1.740458
H: -3.073491 -5.463045 -0.607454
H: -4.991429 -6.993905 -0.797142
H: -7.557531 -3.948810 -1.736955
H: -5.791231 -2.254010 -1.545652
C: 3.090411 -1.110033 -2.097387
Te: 2.379379 0.906145 -2.014448
C: 4.061483 1.557002 -0.866482
H: 4.130161 -1.079442 -2.414599
H: 2.490240 -1.661720 -2.815845
H: 3.012107 -1.561854 -1.111428
H: 4.905423 1.674195 -1.543790
H: 4.277502 0.796468 -0.120510
H: 3.824460 2.495797 -0.376167
C: 1.304089 1.856710 0.887319
C: 2.015213 2.714082 1.374991
C: 2.829623 3.731009 1.958133
C: 3.073997 4.923344 1.266333
C: 3.852457 5.914726 1.837614
C: 4.391240 5.732383 3.104170
C: 4.160747 4.550030 3.794159
C: 3.389551 3.550593 3.227947
H: 2.644152 5.061504 0.281855
H: 4.036562 6.833647 1.296785
H: 4.986056 6.514990 3.555960
H: 4.582660 4.408027 4.780361
H: 3.202331 2.626909 3.759045

Atomic forces in eV per Å
0.976 0.261 0.051
-0.261 -0.108 -0.123
0.203 0.052 0.157
-0.668 -0.114 -0.397
0.177 0.473 -0.022
0.060 -0.119 0.038
0.131 0.149 0.039
-0.212 -0.539 0.051
0.147 0.405 -0.147
0.507 -0.186 0.218
-0.560 0.015 -0.276
0.626 -0.008 0.286
-0.500 -0.193 -0.029
-0.397 0.097 -0.254
0.303 -0.065 0.196
-0.238 -0.208 -0.143
-0.036 0.210 -0.028
0.290 0.063 0.212
-0.219 -0.231 -0.179
-0.192 -0.157 -0.023
0.048 0.012 -0.033
0.069 0.167 -0.009
-0.299 -0.233 -0.041
0.168 0.005 0.030
0.071 0.058 0.037
0.072 0.004 0.041
0.024 -0.047 0.023
0.021 -0.030 0.016
-0.042 -0.021 0.007
-0.021 -0.012 -0.006
-0.040 0.018 0.010
0.009 0.090 -0.027
-0.046 0.013 0.013
-0.017 -0.017 0.004
0.072 0.019 0.001
0.024 0.057 0.005
-0.019 0.012 0.021
-0.179 0.153 -0.030
0.210 -0.230 0.493
-0.050 -0.039 -0.111
-0.016 0.044 -0.035
-0.001 0.015 -0.001
-0.030 0.070 0.022
-0.047 -0.051 -0.063
-0.067 -0.013 -0.001
-0.064 -0.025 -0.091
0.179 0.232 0.113
-0.332 -0.240 -0.129
0.192 0.225 0.132
-0.019 -0.126 0.044
0.034 0.020 0.022
-0.003 0.037 -0.011
0.026 -0.003 0.036
-0.050 0.010 -0.140
-0.015 0.023 0.008
-0.008 0.001 0.009
0.017 -0.013 -0.010
-0.002 0.004 -0.004
-0.006 0.011 0.029

Properties
HOMO energy (spin up / spin down), eV: -8.63 / -10.76
Total charge: +1
Largest force on an atom, eV/A: 1.01
Spin multiplicity: 3